{"formula": "C8H17PS3", "method": "ωB97M-V with the def2-TZVPD basis set", "smiles": "CC(C)(C)[C@H]1CS[C@H]([PH2]=S)SC1", "e_lumo_ev": 0.47, "total_energy_ev": -50364.3888, "spin_multiplicity": 1, "symbols": ["C", "C", "C", "C", "C", "C", "S", "C", "P", "S", "S", "C", "H", "H", "H", "H", "H", "H", "H", "H", "H", "H", "H", "H", "H", "H", "H", "H", "H"], "positions_angstrom": [[0.550530, 0.752710, -2.746188], [0.893500, 0.762412, -1.279116], [2.431414, 0.775497, -1.237831], [0.440340, 2.194658, -0.730204], [0.190497, -0.424189, -0.558055], [0.940872, -0.687947, 0.826769], [0.233732, -1.895572, 2.037028], [-1.470871, -1.367071, 1.992953], [-2.515540, -2.159239, 3.253438], [-2.262836, -1.279914, 5.181209], [-2.215601, -1.567697, 0.257273], [-1.234118, -0.094074, -0.270419], [0.230520, -0.282232, -3.089701], [1.401647, 1.056083, -3.368050], [-0.262153, 1.368191, -2.910763], [3.109972, -0.212320, -1.282311], [2.862658, 1.326687, -2.042053], [2.724404, 1.277705, -0.326703], [0.574847, 2.154737, 0.347462], [-0.570014, 2.345722, -0.847900], [1.149746, 2.885411, -1.156332], [0.350584, -1.197055, -1.204212], [1.935826, -1.021770, 0.791845], [1.086560, 0.326255, 1.324974], [-1.465383, -0.216220, 2.098336], [-2.214639, -3.496630, 3.134070], [-3.716097, -2.123774, 2.683100], [-1.506630, 0.623023, 0.422552], [-1.673766, 0.176614, -1.301171]], "forces_ev_per_angstrom": [[0.4, -2.7, -0.9], [0.4, 1.3, -0.1], [1.7, -2.3, 1.3], [2.8, -2.8, 0.9], [2.3, 2.6, 3.8], [-1.4, 1.7, 0.5], [0.3, 0.4, -0.5], [-0.4, 1.5, -1.3], [2.2, 2.2, 3.8], [-0.5, -1.5, -3.0], [0.7, 0.6, 1.1], [-1.8, -2.4, -4.4], [0.5, 1.0, 0.2], [-0.5, 0.0, 0.1], [-1.7, 1.4, -0.8], [-2.1, 1.6, 0.2], [0.0, 0.7, -0.6], [0.4, 0.0, 0.4], [0.3, 0.4, 0.3], [-2.2, 0.8, -1.0], [-0.4, 0.7, -0.2], [-0.2, -2.5, -1.4], [1.3, -0.7, -0.8], [-0.7, -1.2, -0.3], [-0.3, -1.9, 0.5], [0.2, -0.6, 0.0], [-1.8, 0.2, -0.7], [0.1, 1.8, 1.2], [0.2, -0.1, 1.6]]}

=====

{"formula": "C5H6IN3", "method": "ωB97M-V with the def2-TZVPD basis set", "e_lumo_ev": [-0.45, -0.52], "total_energy_ev": -17847.6462, "spin_multiplicity": 1, "symbols": ["C", "C", "C", "C", "C", "N", "N", "N", "I", "H", "H", "H", "H", "H", "H"], "positions_angstrom": [[-1.584833, -0.397238, 0.119471], [-1.152847, -0.941488, -1.138553], [-0.435374, 0.267381, 0.586539], [0.319046, 1.345985, 2.680403], [1.072520, -0.562483, -2.316165], [0.543035, 0.195208, -0.252394], [-0.538107, 1.954828, 3.319551], [0.141784, -0.566804, -1.264725], [2.257823, 0.683169, 2.794088], [-2.551269, -0.763753, 0.604315], [-1.606100, -1.606746, -1.867248], [1.185433, -1.671665, -2.623598], [0.740024, -0.013685, -3.247420], [1.961005, -0.167349, -1.669085], [-0.352140, 2.244639, 4.274819]], "forces_ev_per_angstrom": [[-1.2, -2.1, -1.0], [0.1, 0.7, 1.7], [0.0, 1.1, 2.5], [-2.6, -0.8, -2.2], [1.7, -2.0, -1.0], [0.4, 0.6, 1.2], [1.0, -0.9, -0.6], [-1.6, 0.8, 0.4], [0.3, 0.1, 0.2], [1.6, 1.2, -0.6], [-0.1, 0.3, 0.3], [0.4, 1.7, 0.2], [0.6, -0.1, 1.3], [-0.9, -0.6, -2.4], [0.2, 0.2, 0.0]]}

=====

{"formula": "C4HClN2", "method": "ωB97M-V with the def2-TZVPD basis set", "e_lumo_ev": [-0.57, -0.57], "total_energy_ev": -19661.9210, "spin_multiplicity": 1, "symbols": ["C", "C", "C", "C", "N", "N", "Cl", "H"], "positions_angstrom": [[0.184330, 0.004638, -0.029455], [3.086967, -0.150906, -0.060289], [2.091569, 1.323378, -0.068829], [2.161617, -1.042090, -0.082075], [0.871989, 1.149899, -0.056287], [0.884944, -1.089914, -0.057458], [4.729513, -0.006879, 0.045233], [-0.892348, -0.015452, 0.027094]], "forces_ev_per_angstrom": [[-0.1, -0.7, 0.0], [-1.2, 0.7, 0.0], [1.1, -1.0, 0.0], [0.1, 0.7, 0.1], [0.1, 1.2, 0.0], [-0.4, -1.1, 0.0], [0.5, 0.1, -0.1], [0.0, 0.0, 0.0]]}

=====

{"formula": "C16H44CrN4O4", "method": "ωB97M-V with the def2-TZVPD basis set", "e_lumo_ev": [-4.69, -4.71], "total_energy_ev": -59860.7911, "spin_multiplicity": 5, "total_charge": 2, "symbols": ["Cr", "C", "C", "C", "O", "C", "N", "H", "H", "H", "H", "H", "H", "H", "H", "H", "H", "H", "C", "C", "C", "O", "C", "N", "H", "H", "H", "H", "H", "H", "H", "H", "H", "H", "H", "C", "C", "C", "O", "C", "N", "H", "H", "H", "H", "H", "H", "H", "H", "H", "H", "H", "C", "C", "C", "O", "C", "N", "H", "H", "H", "H", "H", "H", "H", "H", "H", "H", "H"], "positions_angstrom": [[0.232022, 0.271244, -0.239726], [4.456862, 0.155614, -0.731416], [2.979122, 0.067554, -0.780406], [2.556662, -1.386006, -0.875466], [1.119122, -1.431296, -0.981626], [0.814782, -2.830566, -1.363546], [2.241042, 0.747474, 0.300144], [4.847272, 0.055874, 0.281374], [4.711612, 1.199494, -0.914496], [4.851612, -0.488546, -1.517116], [2.697362, 0.625634, -1.673306], [2.905612, -1.978656, -0.029826], [2.975212, -1.787806, -1.798226], [1.164092, -3.446696, -0.535006], [1.076932, -3.328576, -2.297016], [-0.274088, -2.845766, -1.316406], [2.787992, 1.595504, 0.342534], [2.617112, 0.331104, 1.139974], [-1.046938, -1.718416, 3.574624], [-0.632968, -0.526736, 2.762694], [0.412912, 0.393744, 3.390984], [0.700492, 1.556464, 2.683624], [1.708352, 2.302954, 3.294134], [-0.165548, -0.884436, 1.386784], [-0.857908, -2.652746, 3.046064], [-2.070478, -1.669716, 3.946254], [-0.323758, -1.763766, 4.388904], [-1.548678, 0.042734, 2.603704], [1.226422, -0.287606, 3.640134], [0.002872, 0.638994, 4.370684], [1.798952, 3.367774, 3.079524], [2.637142, 1.763654, 3.108124], [1.558682, 2.453754, 4.363224], [0.599262, -1.446086, 1.732784], [-0.760918, -1.686256, 1.235984], [-0.790578, 4.360304, -0.904156], [-0.598408, 2.918904, -1.164346], [0.398412, 2.529904, -2.217956], [0.527672, 1.074254, -2.128686], [0.955132, 0.538584, -3.478556], [-0.352098, 2.270874, 0.125724], [0.146602, 4.874594, -0.691336], [-1.663248, 4.596374, -0.295196], [-1.076138, 4.792454, -1.863216], [-1.564678, 2.586544, -1.543766], [1.330712, 3.061444, -2.027256], [-0.042028, 2.946084, -3.123996], [0.236072, 0.838744, -4.240756], [0.921852, -0.549236, -3.418206], [1.979572, 0.881544, -3.623486], [-1.171268, 2.622504, 0.600514], [0.280412, 2.987314, 0.452424], [-3.930838, -0.137956, -1.527856], [-2.820668, -0.551366, -0.571746], [-2.906908, -2.125306, -0.509426], [-2.075948, -2.559086, 0.573084], [-2.197928, -4.012376, 0.830614], [-1.476138, -0.349086, -1.152206], [-3.796658, 0.895384, -1.847706], [-4.941648, -0.139996, -1.119996], [-3.946168, -0.743396, -2.434116], [-2.905878, -0.256156, 0.474044], [-2.694808, -2.673446, -1.427386], [-3.970088, -2.212966, -0.285686], [-1.672628, -4.386726, 1.709264], [-1.650688, -4.414406, -0.022036], [-3.253778, -4.242726, 0.972784], [-1.535658, -1.096666, -1.828736], [-1.739808, 0.265164, -1.909346]], "forces_ev_per_angstrom": [[-0.2, 0.8, 1.0], [0.5, 1.3, 0.6], [-0.6, -0.7, -0.8], [-0.3, 1.1, -0.7], [2.2, -3.5, -2.1], [-1.9, 0.3, 1.8], [1.6, -0.4, 0.0], [0.3, -1.0, -0.1], [0.3, 0.0, -0.6], [0.6, 0.1, 0.4], [-0.2, -0.5, -0.1], [0.0, -0.1, 0.2], [0.2, -0.2, 0.1], [0.1, -0.2, -0.1], [0.8, 1.1, -0.4], [0.0, -0.2, 0.0], [-0.8, 1.2, 0.1], [-0.5, -0.5, 0.8], [1.3, -0.4, 0.8], [-1.3, 2.6, -1.6], [-1.4, -1.1, 1.5], [-0.8, 0.1, -0.8], [0.9, 0.2, 1.2], [0.3, -1.6, 3.0], [-0.4, 0.0, -0.1], [0.2, -0.1, 0.0], [-0.4, -0.2, 0.6], [0.0, 0.5, 0.0], [1.1, 0.3, -0.3], [0.0, 0.3, 0.3], [-0.4, -0.2, -1.4], [0.5, 0.4, 0.3], [-0.1, -0.9, 0.4], [1.5, -0.1, -0.7], [-0.9, 0.0, -1.3], [0.0, 1.6, -2.3], [-1.5, -0.7, -0.3], [-0.3, 0.3, 1.0], [0.4, 1.6, -3.5], [-0.4, -0.1, 1.6], [-0.5, 1.9, -0.3], [-0.1, 0.1, 0.7], [0.5, -0.1, 0.6], [-0.1, 0.4, -0.2], [-0.2, -0.5, 0.0], [0.5, -0.4, -0.2], [0.4, -0.7, -0.6], [0.3, 0.4, 0.1], [0.1, 0.1, 0.2], [-0.2, 0.0, -0.5], [-0.5, -0.8, 0.9], [1.1, -0.6, 1.1], [-0.1, 1.1, 0.1], [-0.3, -3.5, -0.1], [-1.0, 1.3, 2.1], [-0.8, -1.2, 0.3], [0.3, 1.1, -0.8], [-2.2, 0.7, -1.6], [0.1, 0.2, -0.1], [0.2, -0.3, 0.3], [0.1, -0.2, 0.0], [0.0, 0.6, -0.3], [0.2, 0.2, -0.3], [-0.1, -1.1, 0.3], [0.1, 0.9, 0.2], [-0.8, -0.9, -0.1], [0.1, -0.3, -0.5], [1.4, -1.2, 0.2], [0.7, 1.9, 0.0]]}